No. 1
Computed, not measured: a structure of composition C25H24BI2N5NiO2S2, with ωB97M-V/def2-TZVPD.

XYZ file:
```
62
Properties=species:S:1:pos:R:3
Ni -0.2540 -0.2221 0.5307
C -3.1430 1.7693 -1.6385
N -1.8001 1.5803 -2.1695
C -1.6112 0.9051 -3.3641
C -0.2889 0.8918 -3.6033
N 0.3453 1.5288 -2.5668
B 1.9230 1.5713 -2.4607
N 2.3782 0.0893 -2.2766
C 2.8319 -0.6986 -3.3086
C 3.1066 -1.9274 -2.8175
N 2.8052 -1.8874 -1.4759
C 2.9169 -2.9961 -0.5509
C 2.3785 -0.6465 -1.1582
S 1.9744 -0.1268 0.4358
C -0.5792 1.9468 -1.6954
S -0.0722 2.8748 -0.3020
H -3.8388 1.5036 -2.4304
H -3.3175 2.8007 -1.3592
H -3.3304 1.1199 -0.7883
H -2.4437 0.5092 -3.9169
H 0.2664 0.4725 -4.4222
H 2.3472 1.9334 -3.5275
H 2.2511 2.2551 -1.5400
H 2.9306 -0.3093 -4.3057
H 3.4637 -2.8217 -3.2952
H 2.9356 -3.9205 -1.1251
H 2.0528 -2.9917 0.1093
H 3.8218 -2.9135 0.0489
I -0.4733 -3.3224 -3.5272
C -1.9258 -2.6568 -2.2011
C -3.2583 -3.0795 -2.3440
C -4.2458 -2.6749 -1.4848
I -6.1956 -3.3647 -1.7751
C -3.9322 -1.8065 -0.4083
C -4.8318 -1.3157 0.5647
C -4.3838 -0.4838 1.5543
C -3.0295 -0.1145 1.5954
N -2.1729 -0.5454 0.6964
C -2.5947 -1.3853 -0.2887
C -1.5511 -1.7975 -1.1818
O -0.3535 -1.3481 -0.9743
H -3.4992 -3.7506 -3.1577
H -5.8729 -1.6071 0.5205
H -5.0569 -0.0973 2.3062
H -2.6463 0.5595 2.3522
C 0.0374 1.7064 4.2234
C -0.3846 1.7846 2.7702
O -0.0218 0.7400 2.1101
C -1.0654 2.8973 2.2865
C -1.4481 3.9277 3.2167
C -2.1567 5.0240 2.8855
C -2.5091 5.2309 1.5020
C -2.2206 4.3264 0.5617
C -1.5391 3.0160 0.8479
H 0.7716 0.9094 4.3115
H -0.8159 1.4597 4.8595
H 0.4746 2.6327 4.5902
H -1.1563 3.7964 4.2496
H -2.4215 5.7638 3.6274
H -2.9816 6.1613 1.2096
H -2.4107 4.5630 -0.4768
H -2.1771 2.1702 0.5991
```

Computed properties:
Orbital gap (spin up / spin down): 0.22359 / 0.22362 hartree
Relative energy (zero: lowest compared OMol25 entry of this formula, charge and spin): 0.00 kJ/mol

---

No. 2
Computed, not measured: a structure of composition C43H68I2NbO11 in a non-equilibrium geometry, with ωB97M-V/def2-TZVPD.

XYZ file:
```
125
Properties=species:S:1:pos:R:3
C -4.0848 6.9044 2.7701
C -4.6942 5.6156 2.2682
C -4.4173 5.3068 0.8214
C -5.3713 4.8238 3.0992
C -6.2745 3.6494 2.7776
C -5.5752 2.2786 2.6133
C -5.4113 1.6608 1.1883
C -6.2374 2.3203 0.0819
C -3.8954 1.5003 0.8648
C -3.5020 1.5932 -0.6264
Nb -1.5055 0.6822 -1.1697
C -2.5910 -0.6636 -2.7223
C -1.9712 -0.7532 -4.0808
O -2.3802 -1.4727 -4.9730
C 0.3828 -0.4188 -1.8750
C 1.5158 -0.3820 -0.8991
C 1.3564 -0.8015 0.4330
C 2.4110 -0.7853 1.3272
C 3.6824 -0.3587 0.9395
C 4.8418 -0.3563 1.8929
C 3.8575 0.0709 -0.3706
C 2.7887 0.0509 -1.2682
C -0.9745 2.4147 -2.6354
I 0.5827 3.5361 -1.5710
C -2.0030 3.4659 -3.0583
C -1.4276 4.5851 -3.9611
I -3.5681 2.5283 -4.1939
H -4.2194 7.6838 2.0170
H -4.5595 7.2230 3.6959
H -3.0070 6.8044 2.9288
H -3.4378 5.7064 0.5552
H -5.1724 5.7222 0.1492
H -4.3797 4.2324 0.6642
H -5.2964 5.0690 4.1571
H -6.9326 3.8990 1.9475
H -6.9211 3.5743 3.6558
H -6.1100 1.5461 3.2224
H -4.5938 2.3732 3.0820
H -5.7993 0.6417 1.2639
H -7.2481 2.5290 0.4389
H -5.7899 3.2136 -0.3442
H -6.3689 1.6124 -0.7367
H -3.5824 0.5280 1.2362
H -3.3253 2.2669 1.3954
H -3.5415 2.6565 -0.8973
H -4.2500 1.1019 -1.2564
H -0.6815 1.4313 0.2896
H -1.8251 -0.7263 -0.0762
H -3.6282 -0.3679 -2.8644
H -2.5559 -1.6875 -2.3329
H -1.0757 -0.1464 -4.3089
H 0.7010 -0.0010 -2.8364
H 0.0975 -1.4601 -2.0622
H 0.3762 -1.1313 0.7563
H 2.2502 -1.1105 2.3490
H 5.7285 -0.6933 1.3458
H 4.7107 -1.0535 2.7197
H 5.0831 0.6386 2.2715
H 4.8212 0.4156 -0.7339
H 2.9543 0.3780 -2.2896
H -0.4771 2.1070 -3.5594
H -2.4316 3.9704 -2.1948
H -2.1663 4.9202 -4.6875
H -1.1510 5.4520 -3.3629
H -0.5663 4.2108 -4.5139
O -7.6003 0.3142 -2.7107
C -7.1843 -0.3458 -3.6173
O -5.8876 -0.3582 -3.9841
C -5.6933 -1.1545 -5.1661
C -6.8903 -2.0989 -5.2025
C -7.9793 -1.2518 -4.5465
H -5.6621 -0.4837 -6.0283
H -4.7347 -1.6596 -5.0831
H -7.1298 -2.4441 -6.2066
H -6.6854 -2.9739 -4.5838
H -8.5042 -0.6222 -5.2672
H -8.7019 -1.8316 -3.9786
O 2.4055 -0.7531 4.5275
C 2.1571 0.4071 4.6913
O 2.0058 1.2593 3.6621
C 1.8066 2.5991 4.1306
C 1.2932 2.4453 5.5591
C 1.9882 1.1571 6.0024
H 2.7650 3.1224 4.0880
H 1.1051 3.0944 3.4646
H 1.5051 3.3104 6.1844
H 0.2135 2.2928 5.5462
H 2.9796 1.3402 6.4206
H 1.4029 0.5673 6.7022
O 8.4286 -0.6532 -0.5049
C 7.7527 -1.3570 -1.1970
O 7.4118 -1.0267 -2.4683
C 6.5117 -2.0165 -3.0132
C 6.7559 -3.2689 -2.1807
C 7.1204 -2.6835 -0.8256
H 5.4847 -1.6639 -2.8985
H 6.7253 -2.1553 -4.0699
H 5.8956 -3.9341 -2.1572
H 7.6034 -3.8282 -2.5815
H 6.2329 -2.4785 -0.2231
H 7.8188 -3.3105 -0.2775
O 9.3991 -7.2378 0.4027
C 9.9858 -6.3875 -0.1945
O 9.3524 -5.5123 -1.0179
C 10.3152 -4.6716 -1.6830
C 11.5610 -4.7149 -0.8053
C 11.4789 -6.1189 -0.2134
H 10.4935 -5.0766 -2.6816
H 9.9092 -3.6664 -1.7736
H 12.4760 -4.5108 -1.3570
H 11.4740 -3.9743 -0.0097
H 11.9507 -6.8671 -0.8524
H 11.8858 -6.1921 0.7908
O -2.5238 -1.1531 2.4187
C -2.3202 -2.2324 2.8710
O -2.7150 -2.6039 4.1267
C -2.2314 -3.9194 4.4267
C -1.9779 -4.5795 3.0746
C -1.5780 -3.3822 2.2151
H -1.3150 -3.8251 5.0150
H -2.9815 -4.4340 5.0239
H -1.2310 -5.3699 3.1201
H -2.9055 -5.0119 2.6959
H -0.5086 -3.1707 2.2699
H -1.8736 -3.4686 1.1737
```

Computed properties:
Orbital gap: 0.23041 hartree
Total charge: -1

---

No. 3
Computed, not measured: a structure of composition C3H5NO in a non-equilibrium geometry, with ωB97M-V/def2-TZVPD.

XYZ file:
```
10
Properties=species:S:1:pos:R:3
C 0.7292 -0.9449 -0.7209
C 0.3225 -0.0928 0.4403
O -1.3104 1.6330 -0.0967
C -0.9441 0.5050 0.5518
N -1.4159 -0.3274 1.3415
H -0.0742 -1.0502 -1.4561
H 1.0342 -1.9247 -0.3558
H 1.6037 -0.5042 -1.2299
H 1.1251 0.3437 1.0382
H -1.0703 2.3625 0.4875
```

Computed properties:
Orbital gap: 0.36299 hartree
Relative energy (zero: lowest compared OMol25 entry of this formula, charge and spin): 299.95 kJ/mol

---

No. 4
Computed, not measured: an isolated molecule of C17H21N3O3, with ωB97M-V/def2-TZVPD.

XYZ file:
```
44
Properties=species:S:1:pos:R:3
C -5.0949 -2.2033 -0.9391
C -3.8546 -3.0741 -0.7997
H -4.1120 -4.0724 -0.4403
H -3.3333 -3.1463 -1.7596
O -2.9539 -2.5555 0.1792
C -2.1426 -1.5586 -0.2273
O -2.0985 -1.1230 -1.3598
N -1.3873 -1.1124 0.7917
H -1.5551 -1.4943 1.7088
C -0.3498 -0.1093 0.6343
C -0.9733 1.3123 0.6877
O -0.7449 2.0897 1.5914
N -1.7555 1.5459 -0.3779
C -2.5142 2.7342 -0.6400
C -1.9991 4.0936 -0.2723
C -3.1718 3.5119 0.4616
H -4.1572 3.9135 0.2818
H -2.9990 3.1835 1.4732
H -2.1627 4.9025 -0.9677
H -1.0653 4.1430 0.2623
H -3.0501 2.6370 -1.5756
H -1.8731 0.7854 -1.0398
H 0.0706 -0.2400 -0.3706
C 0.7504 -0.2764 1.6922
C 2.0197 -0.7780 1.0935
C 2.6128 -1.9922 1.2724
N 3.7576 -2.0742 0.5234
C 3.9235 -0.9056 -0.1621
C 4.9186 -0.5057 -1.0452
C 4.8164 0.7559 -1.5903
C 3.7539 1.6053 -1.2671
C 2.7646 1.2159 -0.3930
C 2.8414 -0.0571 0.1716
H 1.9484 1.8768 -0.1422
H 3.7159 2.5869 -1.7164
H 5.5725 1.0996 -2.2808
H 5.7412 -1.1606 -1.2935
H 4.3774 -2.8650 0.4907
H 2.3052 -2.8141 1.8909
H 0.9144 0.7031 2.1515
H 0.4164 -0.9590 2.4753
H -5.7860 -2.6640 -1.6390
H -4.8173 -1.2209 -1.3130
H -5.5861 -2.0896 0.0244
```

Computed properties:
Orbital gap: 0.31557 hartree
Relative energy (zero: lowest compared OMol25 entry of this formula, charge and spin): 192.12 kJ/mol

---

no.,energy (a.u.)
1,-4316.345718
2,-3159.127750
3,-247.192990
4,-1050.423074